The following is a quantum chemistry calculation of C22H38CdN3O4PS2 as an isolated structure, from the Open Molecules 2025 dataset.

Each line ends with the Mulliken charge.
Positions of all 71 atoms, in Å:
Cd1 0.568 -1.745 1.328  0.065
C1 0.788 -3.330 0.062  -0.379
C2 1.904 -3.609 -0.744  0.707
C3 3.173 -2.970 -0.551  -0.209
C4 4.276 -3.232 -1.333  -0.499
C5 4.232 -4.159 -2.379  -0.514
C6 3.011 -4.807 -2.593  -0.485
C7 1.896 -4.554 -1.823  -0.617
H1 3.259 -2.249 0.261  0.277
H2 5.201 -2.699 -1.126  0.308
H3 5.099 -4.360 -2.997  0.326
H4 2.929 -5.534 -3.399  0.317
H5 0.971 -5.081 -2.027  0.340
C8 0.428 2.827 -3.497  -0.998
C9 -0.839 3.278 -2.802  -0.181
O1 -0.540 3.761 -1.487  -0.531
P1 -0.976 2.798 -0.242  1.290
O2 -0.424 3.757 0.947  -0.571
C10 0.543 3.166 1.839  0.057
C11 1.940 3.257 1.262  -1.165
O3 -2.570 3.183 -0.239  -0.589
C12 -3.423 2.292 0.499  0.405
C13 -3.433 2.621 1.980  -1.006
H6 0.208 2.534 -4.526  0.365
H7 0.861 1.970 -2.976  0.158
H8 1.156 3.641 -3.515  0.324
H9 -1.558 2.456 -2.753  0.176
H10 -1.324 4.100 -3.334  0.397
H11 0.276 2.129 2.049  -0.092
H12 0.462 3.720 2.773  0.390
H13 2.018 2.661 0.349  0.154
H14 2.661 2.875 1.986  0.395
H15 2.186 4.292 1.015  0.318
H16 -3.110 1.254 0.342  -0.354
H17 -4.418 2.414 0.067  0.292
H18 -2.453 2.446 2.429  0.001
H19 -4.154 1.980 2.491  0.410
H20 -3.702 3.666 2.141  0.344
N1 1.352 -0.056 -1.444  -0.633
H21 2.203 -0.167 -0.900  0.326
H22 1.060 -1.004 -1.701  0.245
H23 0.634 0.260 -0.796  -0.144
S1 -0.787 -4.064 -0.221  -0.369
C14 -1.760 -2.968 -1.256  -0.687
N2 -0.939 -2.389 -2.347  -0.249
C15 -1.762 -1.367 -2.962  -0.753
C16 -2.034 -0.355 -1.838  0.584
S2 -2.111 -1.343 -0.309  -0.305
H24 -0.719 -3.136 -2.998  0.197
H25 -2.722 -1.763 -3.326  0.408
H26 -1.231 -0.887 -3.790  0.341
H27 -2.968 0.189 -1.998  0.631
H28 -1.217 0.362 -1.781  -1.035
O4 -4.459 -3.627 -1.852  -0.692
H29 -3.439 -3.517 -1.667  0.545
H30 -4.814 -2.948 -1.265  0.241
C17 -1.917 -0.295 3.322  -1.196
C18 -0.527 0.179 3.599  0.559
C19 -0.088 1.068 4.559  -0.462
C20 1.326 1.149 4.425  -0.789
C21 1.667 0.316 3.381  0.752
C22 3.015 0.018 2.806  -1.586
N3 0.541 -0.279 2.878  0.077
H31 -2.615 0.165 4.023  0.296
H32 -1.999 -1.382 3.428  0.327
H33 -2.237 -0.059 2.304  0.002
H34 -0.713 1.586 5.273  0.383
H35 2.012 1.745 5.010  0.368
H36 3.788 0.563 3.351  0.354
H37 3.085 0.305 1.751  0.267
H38 3.252 -1.049 2.862  0.370

Results
Gap between HOMO and LUMO, eV: 4.38
HOMO level, eV: 0.2891
M, g mol⁻¹: 616.1
Energy above the lowest of the compared OMol25 structures with the same formula, charge and spin, kcal/mol: 14.76
Total charge: -2
Total energy, a.u.: -2631.779854
LUMO, eV: 4.7